Entry 1:
Density functional theory data (ωB97M-V with the def2-TZVPD basis set) for a cluster of 6 separate species, C23H33F15NO11 in total.

Summary:
- Net charge: -1
- Gap between HOMO and LUMO: 4.14 eV
- Highest occupied orbital energy: -2.11 eV
- E_LUMO: 2.032 eV
- Energy: -3276.64861 a.u.

```
83
Properties=species:S:1:pos:R:3:forces:R:3:mulliken_charge:R:1
C 3.593 -0.065 -1.912 0.179 0.683 0.367 -0.805
C 4.026 1.189 -1.141 -0.264 0.002 -0.446 -0.354
O 5.113 1.788 -1.766 -0.247 -0.544 -0.063 -0.243
C 6.034 2.526 -0.857 0.756 1.599 -0.064 -0.479
N 6.307 3.840 -1.240 -0.335 -0.278 -0.130 -0.765
H 4.453 -0.422 -2.451 0.317 -0.376 -0.145 0.421
H 2.834 0.221 -2.622 -0.297 -0.163 -0.347 0.157
H 3.218 -0.819 -1.230 -0.184 -0.331 0.031 0.097
H 3.170 1.873 -1.142 -0.215 0.266 0.231 0.061
H 4.226 0.950 -0.098 0.248 -0.158 0.289 0.295
H 5.582 2.556 0.134 -0.283 -0.323 0.308 0.348
H 6.934 1.896 -0.829 0.047 -0.593 0.040 0.277
H 6.817 3.742 -2.118 0.251 0.269 -0.040 0.089
C 2.242 -4.050 -6.858 -0.222 -0.005 0.076 -1.112
C 2.734 -2.873 -6.044 0.349 -0.193 -0.262 -0.226
O 1.633 -2.119 -5.503 -0.101 0.086 0.070 -0.295
C 1.100 -2.590 -4.388 0.276 0.025 -0.213 0.297
O 1.419 -3.577 -3.797 -0.085 -0.104 0.138 -0.533
C 0.009 -1.627 -3.895 -0.284 0.238 0.257 0.950
F -0.796 -1.236 -4.894 0.148 -0.089 0.261 -0.280
F 0.578 -0.546 -3.349 -0.117 -0.034 -0.195 -0.204
F -0.734 -2.207 -2.947 -0.029 -0.016 -0.253 -0.220
H 1.559 -3.715 -7.639 0.058 0.026 -0.049 0.297
H 3.083 -4.561 -7.324 0.035 0.019 -0.003 0.381
H 1.710 -4.765 -6.232 0.058 -0.015 0.040 0.313
H 3.278 -2.170 -6.670 -0.096 0.115 0.025 0.345
H 3.395 -3.187 -5.239 -0.098 -0.007 0.116 0.313
C 0.178 -0.767 0.376 0.173 -0.069 0.350 -0.504
C 0.477 -2.176 -0.078 -0.177 0.370 -0.402 -0.038
O 1.339 -2.855 0.865 0.010 -0.175 0.098 -0.412
C 0.748 -3.374 1.922 0.074 0.220 -0.374 0.335
O -0.417 -3.347 2.191 -0.110 -0.118 0.107 -0.570
C 1.794 -4.088 2.795 0.115 -0.033 0.184 0.923
F 2.900 -3.349 2.938 -0.159 -0.194 0.032 -0.244
F 2.135 -5.259 2.228 -0.002 0.138 0.112 -0.258
F 1.292 -4.340 4.007 0.120 0.002 -0.153 -0.245
H 1.104 -0.217 0.546 0.024 0.017 -0.110 0.311
H -0.401 -0.246 -0.381 -0.029 0.027 -0.106 0.124
H -0.387 -0.766 1.308 -0.087 -0.007 -0.038 0.120
H 1.026 -2.164 -1.014 0.196 -0.118 0.088 -0.011
H -0.430 -2.758 -0.231 -0.003 -0.092 0.162 0.425
C 3.593 5.256 -0.240 -0.344 -0.094 0.123 -1.018
C 2.562 6.262 0.220 0.582 0.164 -0.171 -0.311
O 1.237 5.671 0.316 -0.182 -0.007 0.049 -0.289
C 0.959 5.019 1.425 0.261 0.248 -0.274 0.278
O 1.650 4.883 2.390 -0.046 -0.101 0.222 -0.533
C -0.475 4.467 1.340 -0.145 -0.166 0.002 1.026
F -0.721 3.901 0.151 -0.044 0.051 0.211 -0.247
F -1.360 5.468 1.518 0.064 -0.151 -0.035 -0.293
F -0.687 3.555 2.292 -0.044 0.101 -0.137 -0.253
H 3.294 4.795 -1.180 0.101 0.047 -0.077 0.227
H 4.564 5.720 -0.393 0.065 -0.097 -0.059 0.475
H 3.721 4.457 0.489 0.076 0.015 0.049 0.186
H 2.454 7.062 -0.510 -0.188 -0.037 -0.027 0.330
H 2.827 6.712 1.175 -0.127 -0.112 0.106 0.332
C -6.293 -2.003 0.060 0.213 -0.018 -0.079 -1.139
C -6.491 -0.510 0.214 -0.397 -0.379 0.023 -0.370
O -5.232 0.163 0.377 -0.068 0.199 0.014 -0.255
C -4.541 0.409 -0.724 -0.147 -0.175 0.177 0.064
O -4.836 0.113 -1.843 0.012 0.049 -0.180 -0.554
C -3.263 1.175 -0.345 0.133 0.183 0.142 1.235
F -2.719 0.660 0.768 0.070 0.117 -0.298 -0.221
F -3.563 2.461 -0.101 0.027 -0.142 -0.059 -0.281
F -2.378 1.130 -1.338 -0.050 -0.029 0.212 -0.253
H -5.723 -2.401 0.898 -0.059 -0.003 0.062 0.274
H -7.259 -2.507 0.021 -0.032 0.019 0.013 0.367
H -5.748 -2.232 -0.855 -0.058 0.029 -0.046 0.367
H -7.053 -0.290 1.118 0.130 0.086 0.076 0.337
H -7.040 -0.096 -0.630 0.185 0.103 -0.112 0.451
C -1.365 -1.704 4.933 -0.239 -0.044 -0.146 -1.026
C -2.065 -0.386 5.187 0.543 -0.017 0.173 -0.346
O -3.346 -0.344 4.525 -0.210 0.050 -0.020 -0.261
C -4.357 -0.918 5.151 0.427 0.093 -0.042 0.278
O -4.344 -1.454 6.218 -0.148 -0.077 0.130 -0.545
C -5.618 -0.781 4.283 -0.177 0.004 -0.048 0.958
F -5.332 -1.052 3.003 -0.226 0.014 0.154 -0.244
F -6.100 0.472 4.354 0.058 -0.198 -0.062 -0.264
F -6.576 -1.616 4.694 0.163 0.139 -0.113 -0.263
H -1.274 -1.889 3.862 0.043 0.033 0.073 0.211
H -0.367 -1.687 5.370 0.030 0.034 0.017 0.426
H -1.919 -2.534 5.370 0.014 0.002 0.061 0.345
H -1.499 0.439 4.761 -0.114 0.047 -0.106 0.385
H -2.195 -0.194 6.251 -0.159 -0.046 0.015 0.336
```
Positions in Å, forces in eV/Å.

=====

Entry 2:
Density functional theory data (ωB97M-V with the def2-TZVPD basis set) for a structure of composition C23H33IrN2O4SSi2.

Summary:
- Gap between HOMO and LUMO: 8.01 eV
- Highest occupied orbital energy: -7.85 eV
- E_LUMO: 0.164 eV
- Energy: -2388.31081 a.u.

```
66
Properties=species:S:1:pos:R:3:forces:R:3:nbo_charge:R:1
Ir 0.399 0.144 0.201 -0.061 0.166 -0.661 -0.019
C 3.086 -1.800 1.327 0.139 -0.107 -0.005 -1.134
Si 1.866 -1.636 -0.095 -0.078 0.051 0.187 1.433
C 2.894 -1.292 -1.633 0.135 -0.131 -0.082 -1.136
C 1.047 -3.320 -0.305 0.068 -0.063 -0.053 -0.477
C 1.711 -4.535 -0.512 0.033 -0.003 0.011 -0.193
C 1.001 -5.717 -0.637 -0.131 0.043 0.015 -0.212
C -0.392 -5.702 -0.561 0.136 0.039 0.000 -0.232
C -1.058 -4.504 -0.361 -0.034 -0.007 -0.001 -0.134
C -0.349 -3.305 -0.230 -0.064 -0.069 -0.009 -0.516
Si -1.106 -1.601 0.017 -0.002 0.106 0.030 1.488
C -2.253 -1.277 -1.436 -0.164 -0.115 -0.055 -1.146
C -2.239 -1.690 1.522 -0.131 -0.113 0.020 -1.141
H 3.785 -2.610 1.093 0.006 0.018 0.054 0.229
H 2.572 -2.054 2.255 0.056 -0.037 0.008 0.238
H 3.669 -0.891 1.501 -0.060 -0.006 -0.031 0.230
H 3.620 -2.106 -1.730 0.027 0.053 -0.090 0.236
H 3.448 -0.351 -1.585 -0.036 -0.031 0.048 0.234
H 2.284 -1.285 -2.537 0.167 -0.063 0.056 0.219
H 2.796 -4.566 -0.571 -0.034 0.026 0.003 0.201
H 1.523 -6.654 -0.792 0.003 0.003 -0.005 0.209
H -0.949 -6.626 -0.659 -0.002 0.003 -0.001 0.208
H -2.144 -4.511 -0.307 0.033 0.027 0.006 0.192
H -3.092 -1.979 -1.349 -0.005 0.052 -0.075 0.230
H -1.747 -1.472 -2.379 -0.028 -0.028 -0.075 0.236
H -2.658 -0.262 -1.469 0.054 -0.034 0.063 0.235
H -2.926 -2.531 1.377 -0.005 0.015 0.049 0.232
H -2.863 -0.797 1.647 0.074 -0.011 -0.044 0.210
H -1.674 -1.855 2.438 -0.072 -0.032 0.014 0.244
C 2.993 2.038 4.105 0.028 -0.015 0.044 -0.617
C 2.310 2.464 2.820 -0.140 0.001 -0.007 -0.215
N 0.852 2.563 2.965 0.100 -0.032 0.040 -0.567
C 0.007 1.573 2.735 0.066 -0.051 -0.151 0.420
S 0.559 -0.085 2.445 -0.066 0.456 0.558 -0.059
N -1.287 1.824 2.611 -0.052 -0.031 0.372 -0.566
C -1.886 3.153 2.520 0.030 -0.026 -0.106 -0.253
C -2.083 3.824 3.872 -0.022 -0.014 -0.002 -0.620
H 4.075 2.012 3.963 -0.019 0.001 -0.008 0.219
H 2.666 1.040 4.399 -0.002 0.020 -0.021 0.223
H 2.772 2.730 4.920 -0.003 -0.004 -0.024 0.207
H 2.525 1.768 2.012 0.009 -0.036 -0.025 0.225
H 2.642 3.449 2.497 0.043 0.008 0.037 0.208
H 0.475 3.497 2.885 -0.025 -0.035 0.063 0.411
H -1.864 1.005 2.495 -0.002 0.017 -0.078 0.429
H -2.840 3.022 2.012 -0.033 0.019 0.023 0.223
H -1.278 3.752 1.835 -0.010 -0.008 0.016 0.239
H -2.755 3.240 4.502 0.005 0.005 0.005 0.215
H -2.517 4.815 3.731 0.009 -0.019 0.005 0.225
H -1.141 3.940 4.409 -0.012 0.006 0.013 0.203
O -0.945 3.987 -0.603 -0.080 -0.025 0.144 -0.656
C -0.433 2.885 -0.705 0.438 -0.317 -0.416 0.785
O 0.260 2.283 0.205 0.006 0.348 0.755 -0.852
C -0.519 2.096 -1.987 -0.359 0.099 -0.139 -0.141
C 0.202 0.920 -2.138 -0.599 -0.256 -0.261 -0.215
C 0.127 0.146 -3.304 -0.069 0.068 -0.064 -0.232
C -0.721 0.600 -4.278 0.159 -0.110 -0.008 0.230
O -0.991 0.035 -5.491 -0.045 0.054 -0.038 -0.475
C -1.915 0.912 -6.143 0.075 -0.012 0.168 0.235
O -2.214 1.978 -5.241 0.019 -0.048 -0.005 -0.486
C -1.454 1.766 -4.127 -0.122 0.106 -0.083 0.307
C -1.377 2.539 -3.001 0.057 0.040 0.058 -0.242
H 1.011 0.634 -1.433 0.761 0.045 -0.152 0.206
H 0.711 -0.754 -3.433 -0.155 0.017 -0.014 0.237
H -2.828 0.363 -6.371 -0.029 -0.003 -0.029 0.167
H -1.453 1.320 -7.043 0.004 0.002 -0.038 0.163
H -1.940 3.453 -2.868 0.011 -0.021 -0.008 0.255
```
Positions in Å, forces in eV/Å.

=====

Entry 3:
Density functional theory data (ωB97M-V with the def2-TZVPD basis set) for a structure of composition C23H33IrN4O2Sb2Se.

Summary:
- Net charge: +3
- Gap between HOMO and LUMO (alpha / beta): 5.76 / 4.89 eV
- 2S+1: 2
- Highest occupied orbital energy (alpha / beta): -16.33 / -16.29 eV
- E_LUMO (alpha / beta): -10.569 / -11.401 eV
- Energy: -4250.89997 a.u.
- ⟨S²⟩: 0.763

```
66
Properties=species:S:1:pos:R:3:forces:R:3:nbo_charge:R:1
Ir 0.032 -0.173 0.335 -0.113 0.880 -0.397 0.424
C 3.933 0.117 -1.219 -0.350 0.164 -0.228 -0.934
Sb 2.542 0.512 0.324 0.321 -0.746 0.901 1.376
C 2.848 2.479 1.005 0.018 0.033 -0.197 -0.963
C 3.358 -0.782 1.855 0.248 0.231 -0.156 -0.701
C 3.690 0.028 3.066 -0.182 -0.212 -0.090 -0.072
C 4.909 0.684 3.172 0.147 0.107 0.122 -0.203
C 5.182 1.501 4.262 0.032 -0.064 -0.137 -0.167
C 4.222 1.681 5.246 -0.043 0.011 0.026 -0.173
C 3.008 1.017 5.156 0.021 -0.068 -0.013 -0.182
C 2.737 0.171 4.081 -0.065 0.124 0.117 -0.081
C 1.469 -0.626 4.073 -0.199 0.088 -0.008 -0.728
Sb -0.139 0.175 2.897 0.417 -0.558 0.160 1.551
C -0.340 2.150 3.597 -0.062 -0.038 -0.142 -0.960
C -1.825 -0.893 3.581 -0.027 0.083 -0.095 -0.975
H 3.706 0.637 -2.145 0.017 0.031 -0.002 0.269
H 3.983 -0.956 -1.381 0.039 -0.010 0.042 0.260
H 4.863 0.494 -0.793 0.061 -0.060 -0.086 0.269
H 3.824 2.479 1.488 -0.020 0.075 0.015 0.277
H 2.074 2.761 1.713 0.001 -0.038 0.021 0.247
H 2.841 3.160 0.156 0.018 0.015 0.007 0.269
H 4.218 -1.249 1.375 0.099 0.014 0.136 0.267
H 2.604 -1.541 2.033 0.070 -0.108 -0.059 0.233
H 5.666 0.537 2.409 0.009 0.006 0.002 0.227
H 6.144 1.987 4.345 0.004 0.005 -0.007 0.251
H 4.429 2.313 6.099 -0.001 0.009 0.004 0.251
H 2.282 1.124 5.953 0.004 -0.017 0.014 0.226
H 1.007 -0.637 5.063 0.057 -0.042 0.020 0.270
H 1.601 -1.658 3.756 -0.011 -0.045 0.083 0.254
H -0.516 2.021 4.666 0.006 0.110 0.012 0.268
H -1.182 2.652 3.130 -0.017 -0.011 -0.001 0.266
H 0.576 2.710 3.432 0.022 -0.014 0.038 0.261
H -1.869 -0.692 4.652 -0.069 -0.076 0.009 0.272
H -1.680 -1.955 3.397 0.024 -0.006 0.029 0.264
H -2.740 -0.550 3.105 0.015 0.038 -0.019 0.265
O -1.698 0.157 -0.594 -0.397 -0.091 0.045 -0.540
N -2.147 1.393 -0.596 0.048 0.023 -0.051 0.207
N -1.395 2.221 -0.044 -0.035 -0.034 -0.029 0.211
O -0.225 1.863 0.498 -0.203 -0.140 -0.312 -0.570
C -1.777 3.609 0.072 -0.042 0.098 0.017 0.106
C -3.124 3.940 -0.031 0.107 0.073 0.031 -0.212
C -3.466 5.278 0.061 0.004 -0.020 -0.003 -0.174
C -2.485 6.244 0.249 0.026 -0.002 -0.005 -0.137
C -1.146 5.882 0.356 -0.033 0.013 -0.003 -0.183
C -0.775 4.551 0.269 -0.111 -0.036 -0.025 -0.228
H -3.880 3.182 -0.173 0.000 -0.024 -0.007 0.249
H -4.506 5.567 -0.010 -0.002 0.005 -0.011 0.254
H -2.765 7.286 0.310 0.002 0.001 0.018 0.254
H -0.389 6.641 0.498 0.002 0.007 -0.002 0.248
H 0.262 4.259 0.332 0.011 -0.017 -0.003 0.229
C 1.007 -2.701 -3.110 0.027 0.002 0.030 -0.410
N -0.414 -2.801 -2.780 -0.015 0.036 -0.012 -0.300
C -1.414 -3.020 -3.694 -0.062 -0.036 0.032 -0.019
C -2.578 -3.091 -3.001 0.061 -0.017 -0.036 -0.025
N -2.272 -2.916 -1.675 0.023 0.046 -0.014 -0.289
C -3.246 -2.938 -0.584 -0.010 0.001 0.042 -0.414
C -0.952 -2.727 -1.555 0.029 -0.030 -0.084 0.203
Se -0.015 -2.538 0.094 0.087 0.237 0.283 0.187
H 1.119 -2.885 -4.174 0.025 -0.002 0.006 0.258
H 1.569 -3.449 -2.554 0.006 -0.003 -0.015 0.241
H 1.373 -1.702 -2.878 -0.003 -0.002 -0.011 0.212
H -1.215 -3.123 -4.746 -0.002 0.005 -0.012 0.270
H -3.586 -3.262 -3.337 -0.012 0.000 -0.005 0.272
H -4.215 -3.189 -1.005 -0.004 -0.001 0.019 0.256
H -3.294 -1.956 -0.120 -0.008 0.001 0.000 0.228
H -2.965 -3.695 0.144 -0.013 -0.006 -0.001 0.239
```
Positions in Å, forces in eV/Å.

=====

Entry 4:
Density functional theory data (ωB97M-V with the def2-TZVPD basis set) for an isolated molecule of C23H33N3O4.

Summary:
- Gap between HOMO and LUMO: 8.58 eV
- Highest occupied orbital energy: -8.71 eV
- E_LUMO: -0.120 eV
- SMILES: CCCCCCCCCCC(=O)NNC(=O)c1c(O)c2ccccc2n(CC)c1=O
- Energy: -1361.54038 a.u.

```
63
Properties=species:S:1:pos:R:3:forces:R:3:nbo_charge:R:1
C 2.406 2.404 -0.610 -0.145 0.132 0.157 -0.611
C 1.805 2.756 0.746 0.236 -0.092 0.075 -0.389
C 2.080 1.694 1.812 -0.327 0.064 -0.197 -0.389
C 1.257 0.423 1.619 0.357 0.071 0.338 -0.397
C 1.563 -0.629 2.683 -0.332 -0.066 -0.354 -0.371
C 0.752 -1.902 2.458 0.279 0.050 0.382 -0.408
C 1.020 -2.963 3.525 -0.070 -0.128 -0.289 -0.383
C 0.412 -4.323 3.179 0.022 0.158 0.222 -0.411
C -1.127 -4.336 3.199 0.103 -0.170 -0.067 -0.391
C -1.722 -4.907 1.904 0.073 0.062 0.119 -0.490
C -1.287 -4.077 0.714 -0.262 -0.163 0.085 0.669
O -0.447 -4.409 -0.094 0.307 0.004 -0.224 -0.615
N -1.950 -2.896 0.628 -0.574 0.835 0.190 -0.457
N -1.555 -1.891 -0.241 0.321 -0.501 -0.029 -0.424
C -1.866 -0.625 0.050 0.124 -0.379 -0.158 0.644
O -2.562 -0.366 1.055 -0.128 0.154 0.189 -0.715
C -1.379 0.424 -0.858 -0.193 0.221 0.237 -0.342
C -1.721 1.735 -0.582 0.077 -0.522 -0.058 0.478
O -2.467 2.078 0.450 0.033 -0.040 -0.004 -0.653
H -2.693 1.224 0.940 0.115 0.057 -0.164 0.525
C -1.254 2.785 -1.446 0.024 0.161 -0.114 -0.207
C -1.593 4.119 -1.189 0.044 -0.114 -0.036 -0.131
C -1.153 5.124 -2.013 -0.040 0.083 0.061 -0.244
C -0.366 4.802 -3.115 -0.015 -0.100 0.049 -0.162
C -0.021 3.497 -3.387 0.089 -0.018 -0.122 -0.279
C -0.451 2.453 -2.555 -0.343 0.411 0.424 0.301
N -0.107 1.144 -2.782 0.137 -0.232 -0.057 -0.417
C -0.541 0.094 -1.988 -0.018 0.230 0.065 0.661
O -0.191 -1.052 -2.268 0.013 -0.203 -0.053 -0.666
C 0.739 0.780 -3.909 0.163 -0.249 -0.355 -0.231
C -0.062 0.672 -5.203 0.123 0.042 0.207 -0.617
H 0.601 0.412 -6.023 0.034 -0.018 -0.127 0.218
H -0.563 1.608 -5.438 -0.050 0.065 -0.072 0.205
H -0.813 -0.107 -5.104 -0.068 -0.070 -0.011 0.222
H 1.165 -0.198 -3.671 0.009 0.291 -0.025 0.254
H 1.553 1.502 -3.996 -0.048 -0.035 0.073 0.199
H 0.586 3.298 -4.253 0.044 -0.076 -0.068 0.221
H -0.018 5.586 -3.772 0.041 0.041 -0.068 0.219
H -1.413 6.151 -1.813 -0.034 0.086 0.031 0.220
H -2.207 4.327 -0.327 -0.046 0.040 0.065 0.237
H -0.921 -2.123 -1.013 -0.160 0.090 0.138 0.474
H -2.547 -2.538 1.366 0.165 -0.157 -0.138 0.423
H -2.812 -4.919 1.968 -0.033 -0.056 -0.038 0.220
H -1.365 -5.926 1.755 -0.045 0.060 -0.106 0.233
H -1.501 -3.322 3.352 -0.064 0.045 0.063 0.195
H -1.485 -4.937 4.036 -0.049 0.076 0.008 0.213
H 0.763 -4.613 2.187 0.073 -0.061 -0.017 0.215
H 0.792 -5.065 3.884 -0.006 -0.073 -0.058 0.207
H 0.637 -2.620 4.490 0.044 0.030 0.092 0.192
H 2.101 -3.088 3.626 0.047 0.039 0.078 0.201
H -0.307 -1.637 2.455 -0.103 -0.008 -0.109 0.193
H 1.000 -2.314 1.477 -0.060 -0.024 -0.106 0.203
H 1.336 -0.222 3.672 0.058 0.029 0.083 0.191
H 2.629 -0.868 2.660 0.075 0.002 0.067 0.192
H 0.196 0.676 1.661 -0.107 0.003 -0.056 0.192
H 1.458 -0.005 0.634 -0.066 -0.049 -0.107 0.195
H 3.143 1.444 1.803 0.093 0.004 0.070 0.192
H 1.848 2.112 2.795 0.064 -0.025 0.074 0.199
H 0.726 2.893 0.642 -0.059 0.081 0.052 0.193
H 2.226 3.708 1.077 -0.085 0.057 -0.006 0.200
H 3.487 2.306 -0.530 0.134 -0.032 -0.039 0.203
H 2.183 3.184 -1.336 0.020 0.028 -0.143 0.208
H 2.005 1.465 -0.983 -0.015 -0.141 -0.120 0.196
```
Positions in Å, forces in eV/Å.

=====

Q: Among the records above, which one has the lowest energy?
A: C23H33IrN4O2Sb2Se

=====

Q: The lowest energy belongs to which entry?
A: C23H33IrN4O2Sb2Se